C2H6N6 | ωB97M-V/def2-TZVPD

Properties
- LUMO energy: 0.91 eV
- Spin multiplicity: 1
- DFT total energy: -11102.90493 eV
- Orbital gap: 8.327 eV
- F_max: 2.128 eV/Å
- HOMO energy: -0.2727 Eh

Structure (XYZ):
```
14
Properties=species:S:1:pos:R:3:nbo_charge:R:1
H -0.68 1.28 0.34 0.4146
H 3.30 0.83 -0.14 0.3517
N 1.30 1.13 -0.53 -0.3622
N 2.49 0.50 0.39 -0.3413
C -3.66 0.08 -0.29 -0.2721
H -2.29 -1.50 0.51 0.2364
N 1.20 -1.32 0.24 -0.0993
H -3.88 0.87 -0.92 0.2244
N 0.12 0.67 0.05 -0.3399
C -2.88 -0.72 0.16 -0.1964
N 2.41 -0.89 0.34 -0.1837
N 0.05 -0.72 0.04 -0.2120
H 1.42 2.18 -0.43 0.3633
H 1.12 -2.38 0.24 0.4165
```